No. 1
{"formula": "C27H41Cl2GdN4O4", "method": "the ωB97M-V functional and the def2-TZVPD basis", "fmax_ev_per_a": 3.41, "multiplicity": 8, "s_squared": 16.271, "homo_energy_ev": [-5.66, -6.58], "e_lumo_ev": [-0.37, -0.35], "species": ["O", "C", "C", "C", "H", "C", "H", "C", "H", "C", "H", "C", "H", "H", "C", "C", "H", "H", "H", "C", "C", "H", "H", "H", "H", "Gd", "Cl", "Cl", "H", "H", "C", "C", "N", "H", "C", "O", "H", "H", "H", "H", "H", "H", "C", "C", "N", "H", "C", "O", "H", "H", "H", "H", "C", "C", "N", "C", "C", "C", "O", "C", "C", "C", "C", "N", "C", "H", "H", "H", "H", "H", "H", "H", "H", "H", "H", "H", "H", "H", "H"], "coordinates": [[-0.10361, 1.32297, -3.81477], [-0.68421, 1.17739, -4.90529], [-0.32332, 1.78314, -6.23276], [0.86885, 2.51972, -6.53959], [1.73443, 2.47014, -5.87370], [0.98091, 3.22335, -7.75962], [1.87955, 3.82821, -7.99347], [-0.02865, 3.13296, -8.73446], [-0.00861, 3.78162, -9.61628], [-1.08884, 2.22968, -8.52604], [-1.81154, 2.06434, -9.32943], [-1.22124, 1.55108, -7.29572], [-2.00569, 0.79446, -7.17988], [-1.57042, 0.51171, -4.89338], [-3.06658, 2.18225, -1.65516], [-2.49316, 1.14408, -0.78322], [-4.03548, 2.56703, -1.26828], [-3.19610, 1.75516, -2.66580], [-2.42130, 3.06900, -1.81884], [-2.87915, 0.54148, 0.32020], [-4.00941, 0.91569, 1.22922], [-2.36957, -0.37110, 0.65062], [-4.57781, 1.72830, 0.79712], [-3.66558, 1.23069, 2.22088], [-4.67620, 0.05602, 1.34949], [-0.22505, -0.24073, -1.72844], [0.85234, 1.92210, -0.83574], [-2.29543, -1.22276, -3.23871], [3.66870, 0.54629, -4.05256], [5.43625, 0.98807, -2.56652], [2.91383, 0.27262, -3.28349], [4.74821, 0.96286, -1.70236], [3.65345, 0.03385, -2.03022], [2.36626, -0.65534, -3.55962], [3.09999, -0.75519, -1.07728], [1.87331, -1.07814, -1.09122], [5.26330, 0.61076, -0.79191], [3.80906, -1.12113, -0.30181], [2.18249, 1.10231, -3.12382], [4.33007, 1.97908, -1.53582], [-1.77282, -5.59723, 0.78388], [-0.88329, -6.58160, -1.46274], [-2.19822, -4.77977, 0.19589], [-1.33898, -5.72245, -1.97815], [-1.44326, -4.59755, -1.04091], [-2.21701, -3.85952, 0.77856], [-0.81920, -3.44695, -1.31591], [-0.68735, -2.47341, -0.52070], [-0.72047, -5.37043, -2.82452], [-0.45927, -3.33851, -2.35816], [-3.21771, -5.10455, -0.02827], [-2.35006, -6.01948, -2.32379], [2.12719, 2.96501, 6.88172], [0.83358, 2.20425, 7.12062], [0.69221, 1.00215, 6.30408], [0.20221, -0.22171, 7.00080], [-1.11921, -0.79935, 6.51521], [0.52812, 1.24255, 4.95928], [0.37921, 2.38382, 4.51093], [0.64206, 0.08557, 3.98740], [1.32635, -1.11994, 4.24258], [1.35694, -2.10077, 3.27352], [0.80128, -1.81105, 2.00195], [0.20762, -0.64273, 1.75026], [0.17561, 0.31139, 2.67162], [2.99953, 2.31832, 7.04553], [2.20667, 3.78929, 7.60485], [2.16554, 3.38284, 5.86890], [0.79674, 1.86504, 8.15518], [-0.01158, 2.87071, 6.90828], [0.97755, -0.99614, 6.96353], [0.08754, 0.09015, 8.04214], [-1.08764, -1.17383, 5.48452], [-1.38146, -1.64908, 7.16920], [-1.93905, -0.07295, 6.60996], [1.82669, -1.23676, 5.22862], [1.77384, -3.10518, 3.42355], [0.84352, -2.51887, 1.22008], [-0.20750, 1.27472, 2.38817]]}

---

No. 2
{"formula": "C27H41FN3O9Pb", "method": "the ωB97M-V functional and the def2-TZVPD basis", "fmax_ev_per_a": 9.74, "homo_energy_ev": [-2.32, -2.13], "e_lumo_ev": [1.99, 2.15], "total_charge": -1, "species": ["Pb", "C", "C", "O", "C", "C", "O", "C", "C", "O", "C", "C", "O", "H", "H", "H", "H", "H", "H", "H", "H", "H", "H", "H", "H", "H", "H", "H", "H", "C", "C", "N", "C", "C", "C", "O", "O", "C", "O", "C", "C", "C", "F", "C", "C", "C", "N", "C", "C", "N", "C", "C", "H", "H", "H", "H", "H", "H", "H", "H", "H", "H", "H", "H", "H", "H", "H", "H", "H", "H", "O", "C", "C", "C", "O", "H", "H", "H", "H", "H", "H", "H"], "coordinates": [[-0.85418, 3.19619, -0.45478], [-1.92684, 6.35087, -1.55634], [-2.12392, 6.25415, 0.05288], [-1.09952, 5.41088, 0.57156], [0.09264, 5.77682, 1.27421], [1.43492, 5.13280, 0.70503], [1.36443, 3.71916, 0.53233], [2.12679, 3.04967, -0.88777], [1.59569, 1.50692, -1.36107], [-0.27691, 1.38818, -2.06658], [-0.68828, 2.49382, -3.02608], [-1.83367, 4.05251, -2.35823], [-0.98122, 5.37627, -1.88425], [-1.47803, 7.32472, -1.78016], [-2.86573, 6.23642, -2.10247], [-3.05602, 5.73454, 0.27317], [-2.09918, 7.23563, 0.53480], [-0.03998, 5.45788, 2.31128], [0.20802, 6.86563, 1.22825], [2.24754, 5.37729, 1.39801], [1.60764, 5.62832, -0.25677], [3.17423, 2.93646, -0.62083], [1.99005, 4.03615, -2.08723], [1.74360, 0.85522, -0.49938], [2.22912, 1.12814, -2.17694], [-1.29056, 1.95671, -3.74764], [0.16645, 2.89689, -3.55800], [-2.66357, 3.50416, -1.33931], [-2.52887, 4.34139, -3.11522], [-1.50149, -3.91828, 3.70744], [-0.38297, -2.90537, 3.92266], [-0.25040, -1.95439, 2.82631], [-0.93358, -0.77747, 2.91996], [-0.86474, 0.23210, 2.02447], [-1.77345, 1.42282, 2.38415], [-2.39819, 1.30872, 3.45508], [-1.81860, 2.38947, 1.58892], [0.00489, 0.09919, 0.87593], [0.10724, 1.03177, 0.06378], [0.69039, -1.19116, 0.73836], [1.48649, -1.55876, -0.35498], [2.08347, -2.78421, -0.45731], [2.84325, -2.98251, -1.56877], [1.94726, -3.78866, 0.49609], [1.13330, -3.45990, 1.57861], [0.53599, -2.20999, 1.72479], [2.46925, -5.08651, 0.41093], [3.05090, -5.67135, 1.60886], [2.84198, -7.18730, 1.62185], [2.62691, -7.67794, 0.23574], [3.54180, -6.99624, -0.71143], [3.18205, -5.50792, -0.79539], [-1.56810, -4.59971, 4.55644], [-1.33468, -4.50868, 2.80547], [-2.45727, -3.40514, 3.60277], [0.57032, -3.40801, 4.08869], [-0.57804, -2.33496, 4.82971], [-1.57567, -0.66108, 3.78387], [1.65185, -0.88194, -1.17743], [0.91491, -4.23395, 2.29442], [2.61903, -5.24883, 2.50991], [4.12779, -5.44859, 1.64785], [1.95266, -7.47661, 2.18323], [3.70609, -7.71024, 2.03062], [1.66096, -7.42649, -0.03660], [2.69473, -8.77522, 0.16965], [3.43517, -7.49295, -1.67752], [4.55327, -7.15635, -0.34382], [2.53442, -5.34637, -1.65436], [4.10476, -4.93788, -0.95008], [1.08896, 3.62414, -1.70055], [-3.60916, 2.84057, -3.64996], [-4.05893, 2.24298, -2.15730], [-3.53240, 0.81200, -2.08306], [-3.64562, 2.91616, -0.93291], [-4.04308, 2.22092, -4.44217], [-2.55513, 2.99253, -3.80487], [-4.07405, 3.82481, -3.77715], [-5.15029, 2.20108, -2.23720], [-2.44471, 0.76774, -2.07033], [-3.88440, 0.21897, -2.93762], [-3.89980, 0.34117, -1.16823]]}

---

No. 3
{"formula": "C27H41O24PS5", "method": "the ωB97M-V functional and the def2-TZVPD basis", "fmax_ev_per_a": 4.40, "homo_energy_ev": -8.35, "e_lumo_ev": -0.22, "species": ["C", "C", "C", "C", "C", "C", "C", "C", "O", "P", "O", "O", "O", "C", "C", "C", "C", "C", "C", "C", "C", "C", "H", "H", "H", "H", "H", "H", "H", "H", "H", "H", "H", "H", "H", "H", "H", "H", "H", "H", "H", "H", "H", "O", "S", "O", "O", "C", "C", "O", "H", "H", "H", "H", "O", "S", "O", "O", "C", "C", "O", "H", "H", "H", "H", "O", "S", "O", "O", "C", "C", "O", "H", "H", "H", "H", "O", "S", "O", "O", "C", "C", "O", "H", "H", "H", "H", "O", "S", "O", "O", "C", "C", "O", "H", "H", "H", "H"], "coordinates": [[3.86181, 0.61988, -0.29715], [2.56228, 1.44290, 0.14310], [2.23424, 2.82686, -0.49195], [1.00296, 3.69771, -0.13034], [0.05365, 3.17150, 0.97255], [0.37086, 1.79822, 1.60555], [1.56943, 0.89739, 1.22491], [1.72831, -0.52674, 1.94702], [1.25436, -1.58645, 1.06032], [-0.34778, -2.02610, 1.38180], [-1.30267, -0.85795, 1.63909], [-0.53218, -3.11443, 2.68059], [-0.91622, -2.79458, -0.05453], [-1.33833, -1.78475, -1.01274], [-1.56539, -2.47726, -2.47300], [-1.18832, -1.51228, -3.69574], [0.38103, -1.43262, -3.97400], [0.84192, -0.88525, -5.37269], [2.35585, -0.81290, -5.75815], [3.44169, -1.27346, -4.75041], [2.98588, -1.80584, -3.34978], [1.47684, -1.88792, -2.95285], [4.33494, 0.07611, 0.60163], [3.59532, -0.16797, -1.09941], [4.66726, 1.28769, -0.78943], [2.94234, 3.25670, -1.29284], [0.74931, 4.69770, -0.60804], [-0.87569, 3.73044, 1.33617], [-0.33012, 1.40053, 2.42448], [1.30772, -0.55835, 3.00584], [2.86868, -0.69169, 2.05517], [0.18831, -3.78455, 2.61805], [-2.35684, -1.35184, -0.71987], [-0.59935, -0.92272, -1.15462], [-0.95030, -3.45379, -2.47876], [-2.67589, -2.76485, -2.50570], [-1.66237, -1.98614, -4.63950], [-1.70893, -0.50658, -3.55655], [0.08231, -0.52077, -6.15687], [2.68911, -0.44509, -6.77983], [4.58238, -1.24901, -4.96053], [3.72784, -2.18611, -2.57352], [1.19210, -2.28991, -1.91108], [8.42144, -2.87313, -3.89521], [7.62788, -1.68614, -3.78238], [7.22432, -0.90828, -4.91443], [8.34048, -0.70214, -2.70626], [7.43170, -0.42638, -1.64059], [6.52604, -1.64458, -1.55919], [6.30861, -2.03696, -2.91181], [6.86317, 0.47034, -1.90272], [7.97442, -0.25201, -0.71090], [5.57843, -1.42592, -1.06678], [7.02217, -2.47182, -1.04280], [5.22812, 3.56897, 1.46414], [4.43030, 4.75528, 1.57055], [4.03817, 5.53292, 0.43461], [5.12980, 5.73921, 2.65535], [4.21189, 6.01255, 3.71429], [3.30890, 4.79071, 3.78875], [3.10286, 4.39960, 2.43225], [3.64315, 6.90839, 3.44965], [4.74826, 6.18675, 4.64774], [2.35771, 5.00526, 4.27595], [3.80456, 3.96451, 4.30728], [0.58371, -0.02322, -8.42300], [-0.81250, 0.23889, -8.23850], [-1.31655, 1.05483, -7.17585], [-1.59598, -1.18189, -8.21744], [-2.57437, -1.20460, -9.25745], [-2.02923, -0.28844, -10.34227], [-1.41549, 0.79233, -9.63983], [-3.51344, -0.81931, -8.85037], [-2.72587, -2.22344, -9.61555], [-2.81041, 0.07918, -11.00757], [-1.25654, -0.79064, -10.93176], [-6.30123, 0.07998, 3.90510], [-5.53092, -0.81545, 4.71498], [-5.43320, -0.68513, 6.13891], [-4.03432, -0.89672, 4.09814], [-3.73013, -2.25024, 3.75729], [-5.06794, -2.89414, 3.43085], [-5.98644, -2.33489, 4.37095], [-3.26631, -2.72436, 4.62699], [-3.03877, -2.28533, 2.91424], [-5.03970, -3.98018, 3.51912], [-5.40334, -2.62000, 2.42636], [-9.83621, 2.17377, 9.18760], [-9.06700, 1.27842, 9.99957], [-8.97040, 1.40932, 11.42191], [-7.56891, 1.19615, 9.38279], [-7.26493, -0.15785, 9.04284], [-8.60331, -0.80073, 8.71555], [-9.52227, -0.24110, 9.65457], [-6.80161, -0.63173, 9.91304], [-6.57365, -0.19314, 8.20021], [-8.57587, -1.88676, 8.80403], [-8.93761, -0.52646, 7.71066]]}